Record 1
Molecular formula: C5H14
Method: DFT, ωB97M-V/def2-TZVPD

Results
**E_HOMO**: -11.2271 eV
**Energy relative to the best compared isomer or geometry (same formula, charge and spin)**: 0.5916 eV
**2S+1**: 1
**LUMO level**: 0.041 hartree
**Largest force on an atom**: 0.03602 hartree/bohr
**Frontier orbital gap**: 12.34 eV
**Structure (SMILES)**: CCC.CC

Structure (XYZ):
```
19
C5H14, DFT ωB97M-V/def2-TZVPD
C -1.64731 -0.00265 0.75220
C -0.72951 1.04311 1.41655
C -0.85041 2.41139 0.71997
H -1.62037 -0.95447 1.27291
H -2.61823 0.47919 0.67495
H -1.24638 -0.06118 -0.25711
H 0.32279 0.76667 1.48827
H -1.05697 1.18182 2.45027
H -1.36428 2.37551 -0.23884
H 0.13297 2.80987 0.44498
H -1.29447 3.16255 1.37247
C 2.22380 -1.81062 -1.17522
C 0.73771 -1.46004 -1.41844
H 2.86620 -0.93687 -1.17059
H 2.38179 -2.19318 -0.15460
H 2.57727 -2.65687 -1.76022
H 0.42126 -2.11910 -2.22438
H 0.09809 -1.63418 -0.55944
H 0.66607 -0.40095 -1.63375
```

Record 2
Molecular formula: C5H14
Method: DFT, ωB97M-V/def2-TZVPD

Results
**E_HOMO**: -11.2067 eV
**Energy relative to the best compared isomer or geometry (same formula, charge and spin)**: 1.3792 eV
**2S+1**: 1
**LUMO level**: 0.037 hartree
**Largest force on an atom**: 0.05758 hartree/bohr
**Frontier orbital gap**: 12.21 eV
**Structure (SMILES)**: CCC.CC

Structure (XYZ):
```
19
C5H14, DFT ωB97M-V/def2-TZVPD
C 1.76385 -0.79741 -0.64202
C 1.84189 0.70607 -0.63315
C 2.04471 1.12497 -2.08965
H 2.64946 -1.02547 -1.33381
H 0.81667 -1.29014 -1.07553
H 2.08324 -1.20838 0.34125
H 0.99256 1.12036 -0.15305
H 2.76452 1.12638 -0.00459
H 2.71639 0.46991 -2.60379
H 1.08638 0.99698 -2.60485
H 2.42910 2.19380 -2.36432
C -2.55824 -1.19383 1.82782
C -2.71050 0.37984 1.55832
H -2.75345 -1.53427 2.85455
H -3.28778 -1.87016 1.19815
H -1.52563 -1.41865 1.50100
H -3.74854 0.74403 2.03153
H -1.84909 1.02619 1.78305
H -2.75553 0.44978 0.40909
```

Record 3
Molecular formula: C5H14
Method: DFT, ωB97M-V/def2-TZVPD

Results
**E_HOMO**: -10.8440 eV
**Energy relative to the best compared isomer or geometry (same formula, charge and spin)**: 2.1417 eV
**2S+1**: 1
**LUMO level**: 0.038 hartree
**Largest force on an atom**: 0.11660 hartree/bohr
**Frontier orbital gap**: 11.88 eV
**Structure (SMILES)**: CCC.CC

Structure (XYZ):
```
19
C5H14, DFT ωB97M-V/def2-TZVPD
C -1.39576 0.02707 1.18397
C -1.07353 1.20512 2.03541
C 0.15663 0.89319 2.87468
H -2.00244 -0.75898 1.80981
H -1.90522 0.34648 0.34020
H -0.47644 -0.47654 0.89771
H -1.01054 2.19291 1.59055
H -1.94221 1.20784 2.81686
H -0.20267 0.88206 3.97774
H 0.58290 -0.15493 2.73476
H 0.97955 1.67229 2.59415
C 0.53459 -1.27996 -3.42187
C 1.47471 -0.55829 -2.30032
H -0.55841 -1.27567 -3.05245
H 0.70302 -0.41561 -4.29758
H 0.86444 -2.19821 -3.74543
H 0.90487 -0.01621 -1.64458
H 2.27334 -0.11825 -2.77544
H 2.09319 -1.17430 -1.61817
```

Record 4
Molecular formula: C5H14
Method: DFT, ωB97M-V/def2-TZVPD

Results
**E_HOMO**: -10.5017 eV
**Energy relative to the best compared isomer or geometry (same formula, charge and spin)**: 1.3865 eV
**2S+1**: 1
**LUMO level**: 0.041 hartree
**Largest force on an atom**: 0.07157 hartree/bohr
**Frontier orbital gap**: 11.61 eV
**Structure (SMILES)**: CCC.CC

Structure (XYZ):
```
19
C5H14, DFT ωB97M-V/def2-TZVPD
C -0.11317 -0.63872 -3.03160
C 0.39958 -0.29320 -1.65451
C -0.85753 0.55140 -1.12810
H 0.41387 0.04110 -3.78439
H -1.21300 -0.67606 -3.15940
H 0.15859 -1.69885 -3.22885
H 0.50449 -1.24037 -0.97250
H 1.21221 0.46208 -1.69324
H -0.54034 1.08641 -0.16695
H -1.11155 1.31935 -1.88072
H -1.70512 -0.02711 -0.86198
C 0.08712 -0.08596 1.98203
C 0.67013 0.37942 3.35570
H -0.75854 0.59981 1.80826
H 0.80944 0.03348 1.23448
H -0.31279 -1.20472 1.97395
H 1.61154 -0.13319 3.58127
H 0.05351 -0.00234 4.25097
H 0.69156 1.52747 3.37557
```

Record 5
Molecular formula: C5H14
Method: DFT, ωB97M-V/def2-TZVPD

Results
**E_HOMO (alpha / beta)**: -14.2400 / -14.2391 eV
**Energy relative to the best compared isomer or geometry (same formula, charge and spin)**: 0.5294 eV
**2S+1**: 2
**LUMO level (alpha / beta)**: -0.118 / -0.395 hartree
**Largest force on an atom**: 0.04944 hartree/bohr
**Expectation value of S²**: 0.75
**Frontier orbital gap (alpha / beta)**: 11.02 / 3.50 eV
**Net charge**: +1

Structure (XYZ):
```
19
C5H14, DFT ωB97M-V/def2-TZVPD
C 2.46015 0.21922 0.88735
C 1.73315 0.86247 -0.22201
C 1.45493 -0.49424 1.84249
H 3.31643 -0.36963 0.54044
H 3.00279 0.87743 1.62329
H 2.45612 1.18356 -0.98343
H 1.00920 1.62369 0.10153
H 0.96442 0.10006 2.61893
H 0.74249 -1.06251 1.25584
H 0.99849 0.20310 -0.74365
H 2.13607 -1.17496 2.38589
C -2.41800 -0.36644 -1.89782
C -2.62021 -0.07563 -0.44436
H -1.42180 -0.10013 -2.28569
H -2.57558 -1.39229 -2.22365
H -3.08917 0.25158 -2.50815
H -2.35465 -0.93718 0.19018
H -3.68555 -0.09635 -0.19628
H -2.10927 0.74826 0.05910
```

Record 6
Molecular formula: C5H14
Method: DFT, ωB97M-V/def2-TZVPD

Results
**E_HOMO (alpha / beta)**: -16.2316 / -15.8647 eV
**Energy relative to the best compared isomer or geometry (same formula, charge and spin)**: 0.2587 eV
**2S+1**: 2
**LUMO level (alpha / beta)**: -0.110 / -0.381 hartree
**Largest force on an atom**: 0.03733 hartree/bohr
**Expectation value of S²**: 0.75
**Frontier orbital gap (alpha / beta)**: 13.24 / 5.48 eV
**Net charge**: +1

Structure (XYZ):
```
19
C5H14, DFT ωB97M-V/def2-TZVPD
C 1.05140 -0.54978 0.72333
C 2.09745 0.48982 0.97467
C 1.54802 -1.89032 0.26793
H 0.23339 -0.62642 1.44042
H 0.48620 -0.18150 -0.27013
H 1.74802 1.49761 0.71430
H 2.97769 0.34365 0.35148
H 1.98307 -1.84275 -0.73308
H 2.18625 -2.31885 1.05721
H 2.32476 0.43162 2.05056
H 0.75142 -2.62812 0.11930
C -2.08037 0.19076 -0.97149
C -2.28622 1.67408 -0.66762
H -1.16907 -0.28642 -0.47654
H -2.97890 -0.34761 -0.67859
H -1.80101 0.03353 -2.01782
H -1.50095 2.27416 -1.12296
H -3.25220 1.82548 -1.15332
H -2.31894 1.91103 0.39239
```

Record 7
Molecular formula: C5H14
Method: DFT, ωB97M-V/def2-TZVPD

Results
**E_HOMO (alpha / beta)**: -15.2726 / -15.2705 eV
**Energy relative to the best compared isomer or geometry (same formula, charge and spin)**: 0.0747 eV
**2S+1**: 2
**LUMO level (alpha / beta)**: -0.114 / -0.378 hartree
**Largest force on an atom**: 0.03455 hartree/bohr
**Expectation value of S²**: 0.75
**Frontier orbital gap (alpha / beta)**: 12.18 / 4.97 eV
**Net charge**: +1

Structure (XYZ):
```
19
C5H14, DFT ωB97M-V/def2-TZVPD
C 0.59310 -1.74847 1.48800
C 1.87484 -1.33669 0.74841
H 0.36827 -2.80657 1.46723
H 0.69825 -1.38827 2.52040
H -0.24678 -1.16605 1.11916
H 2.76753 -1.58896 1.31047
H 1.94521 -1.77441 -0.24714
H 1.88869 -0.25617 0.61878
C -0.38193 1.27066 -1.15875
C -1.20497 2.07680 0.06105
C -1.06917 0.01856 -1.44153
H -0.20782 1.93672 -2.01213
H 0.57159 1.14183 -0.60277
H -1.27607 1.51830 0.98698
H -1.92652 0.07788 -2.12101
H -0.30865 -0.60853 -1.99011
H -1.34463 -0.50989 -0.52491
H -0.56100 2.93508 0.19094
H -2.17994 2.20819 -0.41308
```

Record 8
Molecular formula: C5H14B3FNO11PS3
Method: DFT, ωB97M-V/def2-TZVPD

Results
**E_HOMO**: -8.9331 eV
**2S+1**: 1
**LUMO level**: -0.013 hartree
**Largest force on an atom**: 0.02599 hartree/bohr
**Frontier orbital gap**: 8.58 eV

Structure (XYZ):
```
39
C5H14B3FNO11PS3, DFT ωB97M-V/def2-TZVPD
N 4.69414 3.02382 -0.95960
C 4.14081 2.84598 -2.32777
B 2.59751 2.60039 -2.28799
O 1.97549 1.66041 -1.48781
B 0.61972 1.92207 -1.41282
F -0.21875 0.90305 -1.47368
O 0.13784 3.21144 -1.29819
B 0.87108 4.03474 -2.10093
P 0.88837 5.96573 -1.95760
S -0.58122 6.76028 -0.95644
O 1.70849 3.42209 -3.02113
H 4.70481 3.99751 -0.70412
H 4.14548 2.51654 -0.28135
H 4.68949 2.06479 -2.84521
H 4.29253 3.77790 -2.85942
H 2.16237 6.23616 -1.40837
H 1.01387 6.44349 -3.27499
C -1.30981 0.05443 1.89133
C -0.31443 -0.92228 1.31029
O 0.42827 -1.39966 2.44460
S -0.53128 -1.44969 3.72236
O -1.02022 -2.77312 3.87911
O 0.10309 -0.76653 4.78621
O -1.71178 -0.55047 3.13028
H -0.84760 1.01995 2.10996
H -2.17293 0.20119 1.24883
H 0.35452 -0.46449 0.58958
H -0.82114 -1.77385 0.85362
C -3.10147 -5.69505 0.99512
C -1.71579 -5.11324 0.81597
O -1.83066 -4.29598 -0.36346
S -3.30009 -3.66588 -0.43790
O -3.25807 -2.35460 0.10212
O -3.84095 -3.92892 -1.71727
O -3.98617 -4.62187 0.64209
H -3.28045 -6.52919 0.31410
H -3.29305 -6.00921 2.01678
H -0.95515 -5.87327 0.66599
H -1.43690 -4.47464 1.65767
```